{
  "formula": "C17H28ClOPSn",
  "method": "ωB97M-V/def2-TZVPD",
  "symbols": ["C", "P", "O", "H", "H", "H", "H", "H", "H", "H", "H", "Cl", "C", "C", "C", "C", "H", "C", "C", "H", "H", "C", "C", "H", "H", "C", "H", "H", "H", "C", "C", "H", "H", "H", "C", "H", "H", "H", "H", "H", "H", "C", "C", "Sn", "C", "H", "H", "C", "H"],
  "xyz": [[-1.4816, 3.0974, 1.0610], [1.7290, -0.2908, 3.5229], [1.1478, -0.2422, 2.1127], [-1.4950, 0.3995, 3.0778], [-1.3973, 4.1593, 0.8326], [3.9975, 0.1119, 2.9429], [-4.0476, -2.8458, -3.2648], [3.5469, -1.6445, 2.8355], [-3.6429, -3.9611, -4.5876], [-3.7701, -0.8918, -4.8612], [1.2074, 2.2929, -2.4415], [-1.5391, -1.3524, -3.0200], [1.9027, 3.1116, -0.4595], [-2.0190, 0.8318, 0.9225], [-2.2274, -2.3458, -4.3549], [-1.0956, -3.0917, -5.0700], [0.5925, 1.5393, 4.5828], [-2.0664, 2.0966, 0.2237], [2.6038, 2.4826, 0.6228], [2.2676, 1.3300, 5.1984], [2.0030, 2.0909, 3.5969], [-1.4770, 1.0906, 2.2299], [-2.9472, -1.4280, -5.3491], [1.1446, -1.5832, 5.4699], [2.9916, 2.9838, 1.5095], [0.7793, -1.4980, 4.4384], [-0.3764, -2.3878, -5.5060], [-3.3688, -2.0331, -6.1627], [-2.4253, -0.1137, 0.5728], [2.1978, 0.8617, -0.9977], [1.6305, 1.3246, 4.2969], [3.5614, 0.4505, 0.7535], [-0.6951, 2.9699, 3.1725], [0.8912, -2.4685, 3.9327], [-1.0890, 2.4708, 2.2913], [-2.2499, -0.7044, -5.7884], [-2.5234, 2.2612, -0.7522], [-1.5175, -3.6962, -5.8840], [-2.7227, -4.0344, -3.0694], [2.2031, -0.0784, -1.5415], [-0.5741, -3.7662, -4.3801], [3.4611, -0.7218, 3.4248], [-3.2213, -3.3570, -3.7732], [0.3271, 1.2326, 0.4982], [2.8650, 1.1244, 0.2502], [3.8709, -0.8885, 4.4325], [-0.2769, -1.1825, 4.4504], [1.6615, 2.1214, -1.4637], [1.6633, 4.1726, -0.5283]],
  "lowdin_charge": [-0.1131, 0.5972, -0.4521, 0.1233, 0.1348, 0.0623, 0.0814, 0.0813, 0.0969, 0.0816, 0.1441, 0.5594, -0.1094, -0.1442, -0.9642, -0.1165, 0.0594, -0.1107, -0.1382, 0.0854, 0.0543, -0.1590, -0.1169, 0.0814, 0.1257, -0.1355, 0.0816, 0.0968, 0.1352, -0.1461, -0.1483, 0.1197, 0.1209, 0.0828, -0.1378, 0.0819, 0.1408, 0.0969, 0.0819, 0.1360, 0.0819, -0.1473, -0.1169, 1.6012, -0.1501, 0.0832, 0.0637, -0.1033, 0.1371],
  "homo_energy_ev": [-14.963, -14.963],
  "e_tot_ev": -47755.39467,
  "orbital_gap_ev": [4.65, 4.63],
  "total_charge": 2
}